Record 1
13
Properties=species:S:1:pos:R:3 method="wB97M-V/def2-TZVPD" homo_energy_ev=-9.29 e_lumo_ev=1.10 orbital_gap_ev=10.39 de_lowest_kcal_mol=25.4 smiles=C[C@@H]1C[C@H]1O energy_ha=-232.40515
O 2.067 -0.676 -0.754
C -1.582 0.334 -0.434
C -0.331 -0.386 0.001
C 1.022 0.150 -0.357
C 0.555 0.210 1.068
H -1.420 1.409 -0.441
H 1.078 1.074 -0.919
H -0.434 -1.467 0.016
H 1.011 -0.457 1.786
H 2.025 -1.497 -0.252
H -2.405 0.114 0.245
H 0.286 1.171 1.478
H -1.872 0.022 -1.436

Record 2
13
Properties=species:S:1:pos:R:3 method="wB97M-V/def2-TZVPD" homo_energy_ev=-9.80 e_lumo_ev=1.07 orbital_gap_ev=10.88 de_lowest_kcal_mol=31.3 smiles="C=C[C@@H](C)O" energy_ha=-232.39571
O 0.330 -0.124 -1.611
C 0.350 1.102 0.221
C -0.941 1.392 0.405
C 0.131 -1.503 0.385
C 0.767 -0.273 -0.253
H -1.668 0.616 0.637
H 0.451 -1.640 1.422
H -0.962 -1.448 0.364
H 0.421 -2.394 -0.183
H 1.860 -0.398 -0.242
H -0.493 0.383 -1.446
H 1.075 1.882 -0.009
H -1.321 2.403 0.311

Record 3
13
Properties=species:S:1:pos:R:3 method="wB97M-V/def2-TZVPD" homo_energy_ev=-8.32 e_lumo_ev=1.06 orbital_gap_ev=9.38 de_lowest_kcal_mol=139.4 energy_ha=-232.22349
O -1.653 0.671 0.966
C -0.366 0.203 1.413
C 0.053 0.626 0.127
C 1.238 -0.833 -0.816
C -1.256 0.682 -0.413
H -1.601 -0.197 -0.956
H -0.002 0.761 2.268
H 1.309 0.936 -0.421
H -0.369 -0.869 1.607
H 0.504 -1.643 -0.905
H -1.565 1.594 -0.910
H 2.029 -1.180 -0.144
H 1.679 -0.751 -1.816

Record 4
13
Properties=species:S:1:pos:R:3 method="wB97M-V/def2-TZVPD" homo_energy_ev=-9.68 e_lumo_ev=1.14 orbital_gap_ev=10.82 de_lowest_kcal_mol=15.8 smiles=C1CCOC1 energy_ha=-232.42047
O 1.497 0.081 0.044
C -0.671 0.296 -0.797
C -0.780 -0.501 0.479
C 0.689 -0.880 0.736
C 0.604 1.060 -0.450
H 0.867 1.456 -1.416
H 0.453 1.821 0.337
H -1.143 0.193 1.246
H -0.471 -0.345 -1.670
H 0.925 -0.886 1.808
H -1.437 -1.366 0.427
H 0.924 -1.865 0.318
H -1.532 0.927 -1.049

Record 5
14
Properties=species:S:1:pos:R:3 method="wB97M-V/def2-TZVPD" homo_energy_ev=-9.93 e_lumo_ev=0.81 orbital_gap_ev=10.75 de_lowest_kcal_mol=42.8 smiles=OCC1(O)CC1 energy_ha=-307.64423
O 2.148 -0.428 0.287
O 0.121 1.207 1.207
C -1.092 -0.736 0.284
C -0.067 0.361 0.109
C 1.210 0.063 -0.660
C -1.405 0.515 -0.508
H 1.712 -1.211 0.651
H -1.554 -0.838 1.263
H -2.040 1.252 -0.024
H 0.696 0.751 1.836
H -1.494 0.450 -1.587
H 1.638 0.959 -1.124
H 1.089 -0.676 -1.471
H -0.962 -1.668 -0.262

Record 6
14
Properties=species:S:1:pos:R:3 method="wB97M-V/def2-TZVPD" homo_energy_ev=-9.08 e_lumo_ev=0.83 orbital_gap_ev=9.91 de_lowest_kcal_mol=60.7 smiles="C=CO.C=CO" energy_ha=-307.61571
O -0.648 -1.224 1.387
O 1.765 1.195 -1.728
C -2.409 -0.869 -0.157
C -1.122 -1.044 0.108
C 1.130 1.088 0.526
C 2.020 0.870 -0.424
H -2.730 -0.744 -1.181
H 1.359 0.938 1.568
H -0.308 -1.120 -0.596
H 0.101 1.383 0.380
H -1.278 -0.824 2.000
H 2.994 0.456 -0.184
H -3.128 -0.734 0.639
H 2.255 0.629 -2.338

Record 7
14
Properties=species:S:1:pos:R:3 method="wB97M-V/def2-TZVPD" homo_energy_ev=-9.89 e_lumo_ev=0.74 orbital_gap_ev=10.63 de_lowest_kcal_mol=23.9 smiles="CC(=O)O.C=C" energy_ha=-307.67439
O 0.195 0.191 -0.825
O -1.069 -1.117 -2.123
C 1.785 -0.270 2.303
C -0.895 -0.126 -1.221
C -2.197 0.480 -0.784
C 2.363 0.860 2.673
H -2.458 0.056 0.186
H 1.504 -0.450 1.274
H -2.983 0.254 -1.501
H -0.185 -1.458 -2.323
H 1.547 -1.041 3.025
H -2.068 1.551 -0.662
H 2.622 1.044 3.709
H 2.599 1.633 1.954

Record 8
14
Properties=species:S:1:pos:R:3 method="wB97M-V/def2-TZVPD" homo_energy_ev=-8.91 e_lumo_ev=0.46 orbital_gap_ev=9.37 de_lowest_kcal_mol=111.8 energy_ha=-307.53422
O -1.349 2.317 1.724
O -1.112 -0.273 0.696
C -0.447 1.518 1.745
C 0.191 -1.510 -1.104
C -0.544 0.025 -0.365
C 0.876 0.125 -0.471
H -0.202 0.872 2.608
H 0.639 -1.504 -2.081
H 0.331 1.495 0.942
H 1.388 0.700 -1.252
H 1.497 -0.112 0.398
H -0.849 -1.895 -1.221
H 0.652 -2.143 -0.358
H -1.069 0.386 -1.262